Density functional theory data (the ωB97M-V functional and the def2-TZVPD basis) for one molecule with the formula C5H10S at a distorted geometry.

```
16
Properties=species:S:1:pos:R:3:mulliken_charge:R:1
S 2.11851 0.14745 -1.32135 -0.258
C 1.58992 -0.02930 0.43338 -1.065
C 0.08722 0.17631 0.79005 0.719
C -0.51255 1.08304 -0.27321 -0.932
C -1.62364 -0.00510 -0.51494 -0.439
C -0.87684 -0.99586 0.60163 -1.010
H 1.58043 -0.94226 -1.84928 0.109
H 2.11117 0.77140 0.88904 0.373
H 2.09661 -0.95423 0.70399 0.398
H 0.11296 0.63244 1.76472 0.428
H 0.07783 1.26840 -1.16254 0.245
H -0.83745 2.09808 -0.06182 0.310
H -2.62839 0.36381 -0.25668 0.277
H -1.49052 -0.39068 -1.44237 0.292
H -0.39199 -1.88478 0.21279 0.277
H -1.41326 -1.33872 1.48660 0.277
```

Results
DFT total energy, eV: -16180.6512
Spin multiplicity: 1
Max |F|, eV/Å: 3.992
Structure (SMILES): SCC1CCC1
Energy above the lowest of the compared OMol25 structures with the same formula, charge and spin, kJ/mol: 176.2
HOMO energy, eV: -8.85